The molecule C3H5ClO in a non-equilibrium geometry. Source: OMol25; level of theory: ωB97M-V/def2-TZVPD.

ΔE to the lowest compared entry with this formula, charge and spin: 1.759 eV
Net charge: 0
SMILES: CO/C=C\Cl
Max |F|: 2.963 eV Å⁻¹
Molar mass: 92.525 u
E_HOMO: -9.33 eV

Last column: Mulliken charge in e.
Atoms and positions in Å:
Cl (1.07, -1.09, -0.16)  -0.18
O (-0.51, 1.37, 0.30)  -0.38
C (-0.78, 0.57, -0.77)  -0.28
C (-0.72, 0.86, 1.58)  -0.52
C (-0.17, -0.51, -1.13)  -0.10
H (-0.50, -0.21, 1.52)  0.25
H (0.07, 1.29, 2.28)  0.20
H (-1.77, 1.02, 1.81)  0.26
H (-1.64, 0.90, -1.23)  0.44
H (-0.25, -0.86, -2.21)  0.31